The following is a quantum chemistry calculation of one molecule with the formula C7H15FOS at a distorted geometry, from the OMol25 dataset.

Summary:
⟨S²⟩: 2.009
2S+1: 3
LUMO (spin up / spin down): 0.868 / -1.231 eV
Energy: -23095.3991 eV

Structure (XYZ):
```
25
Properties=species:S:1:pos:R:3:lowdin_spin:R:1
C 3.160 -0.983 -0.538 0.00
C 1.399 0.711 1.731 0.03
C -2.583 -1.345 0.292 0.33
C -2.838 1.177 -0.826 0.01
C 1.582 -0.550 -0.432 0.01
C 1.212 0.773 0.175 0.09
C -0.172 1.233 -0.273 0.82
O -1.079 -0.623 -1.791 0.04
F -0.723 2.144 0.559 0.16
S -1.469 0.060 -0.541 0.43
H 3.556 -1.236 0.387 0.00
H 3.716 -0.229 -1.051 0.00
H 3.101 -1.819 -1.184 0.00
H 2.472 0.735 2.179 0.00
H 0.914 -0.080 2.151 0.00
H 0.940 1.597 2.159 0.00
H -2.178 -1.536 1.276 0.01
H -3.621 -1.056 0.364 0.02
H -2.506 -2.303 -0.286 0.03
H -3.609 0.509 -1.037 0.00
H -2.407 1.551 -1.768 0.01
H -2.904 1.779 0.023 0.00
H 1.171 -0.670 -1.474 0.00
H 1.011 -1.382 0.104 0.00
H 1.853 1.541 -0.196 0.02
```

=====

The following is a quantum chemistry calculation of C7H15HfNO4 as an isolated structure at a distorted geometry, from the OMol25 dataset.

Summary:
2S+1: 1
LUMO: -20.297 eV
Charge: +4
Energy: -18423.1596 eV

Structure (XYZ):
```
28
Properties=species:S:1:pos:R:3:mulliken_charge:R:1
C 5.262 -1.244 0.050 -0.85
C 4.732 0.285 0.271 -0.28
C 3.118 0.208 0.134 -0.58
O 2.461 1.492 0.256 -0.05
C 1.083 1.270 -0.204 -0.23
O 0.115 1.917 0.636 -0.10
C -1.189 1.572 0.064 0.60
O -1.577 2.314 -0.863 -0.30
O -1.997 0.503 0.574 -0.16
N -3.054 0.239 -0.258 0.06
C -4.333 0.161 0.579 -0.26
C -5.405 -0.888 -0.082 -0.49
H 6.315 -1.397 0.481 0.37
H 5.182 -1.483 -1.072 0.37
H 4.463 -1.909 0.565 0.38
H 5.221 1.017 -0.495 0.41
H 4.936 0.651 1.369 0.41
H 2.730 -0.445 1.017 0.52
H 2.902 -0.302 -0.893 0.53
H 0.872 0.125 -0.146 0.40
H 1.049 1.620 -1.304 0.46
H -2.950 -0.751 -0.609 -0.09
H -4.773 1.223 0.651 0.41
H -4.058 -0.241 1.628 0.41
H -5.387 -0.833 -1.252 0.14
H -5.145 -1.999 0.230 0.16
H -6.442 -0.656 0.362 0.44
Hf -4.129 -2.446 -1.689 1.32
```

=====

The following is a quantum chemistry calculation of a 2-piece molecular cluster, C7H15INO5P overall, from the OMol25 dataset.

Summary:
2S+1: 1
LUMO: 3.542 eV
Charge: -2
Energy: -36615.5822 eV

Structure (XYZ):
```
30
Properties=species:S:1:pos:R:3:mulliken_charge:R:1
C 3.590 -0.126 -0.540 -1.48
C 2.861 0.998 0.195 0.06
I 2.144 0.353 2.106 -0.09
C 1.802 1.738 -0.617 -1.67
C 0.450 1.077 -0.894 0.20
C 0.437 -0.426 -1.128 -0.74
O -0.847 -0.821 -1.480 -0.41
C -1.658 -0.785 -0.279 -0.69
C -1.805 0.595 0.313 -0.94
N -0.558 1.479 0.159 0.18
H 4.642 -0.141 -0.256 0.40
H 3.190 -1.107 -0.287 0.40
H 3.489 -0.006 -1.620 0.30
H 3.601 1.750 0.467 0.66
H 1.626 2.703 -0.132 0.41
H 2.248 1.974 -1.588 0.49
H 0.065 1.511 -1.818 0.41
H 1.120 -0.625 -1.961 0.19
H 0.772 -0.992 -0.250 0.36
H -2.677 -1.105 -0.485 0.49
H -1.275 -1.460 0.499 0.46
H -1.985 0.437 1.378 0.27
H -2.670 1.142 -0.059 0.17
H -0.885 2.408 -0.111 0.65
H -0.110 1.592 1.068 0.41
O -2.035 -2.516 1.927 -0.79
P -3.558 -2.461 1.495 0.66
O -3.844 -0.923 1.259 -0.74
O -4.490 -3.088 2.529 -0.86
O -3.642 -3.174 0.113 -0.77
```

=====

The following is a quantum chemistry calculation of C7H15InO7 as an isolated structure at a distorted geometry, from the OMol25 dataset.

Summary:
⟨S²⟩: 0.755
2S+1: 2
LUMO (spin up / spin down): -3.962 / -5.128 eV
Charge: +1
Energy: -26999.4033 eV
Relative energy (zero: lowest compared OMol25 entry of this formula, charge and spin): 0.000 eV

Structure (XYZ):
```
30
Properties=species:S:1:pos:R:3:lowdin_spin:R:1
In -1.282 -0.929 1.008 0.00
C -4.153 -3.091 3.044 0.11
O -2.942 -3.024 2.339 0.81
H -4.953 -2.713 2.408 0.06
H -4.439 -4.071 3.427 0.00
H -4.311 -2.251 3.720 0.03
C 0.728 2.993 -1.297 0.00
O -0.228 2.737 -2.307 0.00
C -1.239 1.895 -2.069 0.00
O -1.420 1.223 -1.065 0.00
O -1.973 1.800 -3.233 0.00
C -2.873 0.748 -3.339 0.00
H 0.988 2.042 -0.833 0.00
H 0.343 3.558 -0.448 0.00
H 1.629 3.336 -1.807 0.00
H -3.164 0.366 -2.360 0.00
H -2.308 -0.012 -3.879 0.00
H -3.795 1.012 -3.857 0.00
C 2.909 -0.389 -1.491 0.00
O 3.589 -0.633 -0.219 0.00
C 2.880 -0.619 0.876 0.00
O 1.619 -0.448 0.952 0.00
O 3.757 -0.629 1.895 0.00
C 3.227 -0.543 3.192 0.00
H 3.595 -0.085 -2.281 0.00
H 2.186 0.412 -1.335 0.00
H 2.337 -1.259 -1.816 0.00
H 4.009 -0.385 3.935 0.00
H 2.621 -1.410 3.455 0.00
H 2.662 0.369 3.384 0.00
```

=====

The following is a quantum chemistry calculation of one molecule with the formula C7H15N at a distorted geometry, from the OMol25 dataset.

Summary:
2S+1: 1
LUMO: 1.157 eV
Energy: -8991.0941 eV
Relative energy (zero: lowest compared OMol25 entry of this formula, charge and spin): 1.396 eV

Structure (XYZ):
```
23
Properties=species:S:1:pos:R:3:mulliken_charge:R:1
C -0.412 -2.521 -2.119 -0.78
C -0.039 -2.278 -0.873 -0.07
C -1.014 -1.967 0.213 -0.74
C -0.677 -0.747 1.072 -0.40
C -1.147 0.579 0.431 -0.96
N -0.284 1.712 0.740 -0.43
C 0.831 1.841 -0.193 -0.09
C 2.008 2.546 0.466 -1.35
H 0.206 -2.555 -3.006 0.28
H -1.477 -2.550 -2.333 0.24
H 0.972 -2.457 -0.517 0.32
H -1.216 -2.817 0.882 0.37
H -2.017 -1.783 -0.183 0.31
H 0.402 -0.630 1.226 0.36
H -1.182 -0.790 2.039 0.33
H -2.146 0.823 0.809 0.36
H -1.240 0.534 -0.650 0.41
H 0.065 1.745 1.689 0.26
H 1.042 0.834 -0.580 0.24
H 0.525 2.425 -1.066 0.28
H 1.593 3.388 1.023 0.34
H 2.447 1.888 1.213 0.32
H 2.759 2.781 -0.282 0.39
```

=====

The following is a quantum chemistry calculation of a 2-piece molecular cluster, C7H15N overall at a distorted geometry, from the OMol25 dataset.

Summary:
2S+1: 1
LUMO: 1.126 eV
Energy: -8990.9430 eV
Relative energy (zero: lowest compared OMol25 entry of this formula, charge and spin): 1.547 eV

Structure (XYZ):
```
23
Properties=species:S:1:pos:R:3:mulliken_charge:R:1
C 0.941 -3.522 0.333 -1.16
C -0.101 -2.501 0.691 0.02
C 0.185 -1.324 1.241 -0.11
C -0.797 -0.276 1.687 -0.91
H 0.663 -4.438 0.871 0.32
H 0.999 -3.788 -0.720 0.30
H 1.926 -3.240 0.700 0.30
H -1.137 -2.743 0.473 0.30
H 1.227 -1.146 1.496 0.26
H -1.822 -0.633 1.594 0.30
H -0.692 0.649 1.122 0.01
H -0.611 -0.049 2.738 0.37
C 1.715 1.173 -1.099 -0.35
N 0.967 2.176 -0.920 -0.40
C -0.396 2.050 -1.473 -0.33
C -1.319 3.042 -0.777 -1.18
H 1.333 0.254 -1.553 0.25
H 2.747 1.199 -0.766 0.31
H -0.349 2.254 -2.543 0.46
H -0.777 1.033 -1.335 0.31
H -2.336 2.950 -1.168 0.34
H -1.368 2.805 0.287 0.26
H -0.996 4.074 -0.878 0.33
```

=====

The following is a quantum chemistry calculation of one molecule with the formula C7H15N at a distorted geometry, from the OMol25 dataset.

Summary:
2S+1: 1
LUMO: 1.073 eV
Energy: -8990.3952 eV
Relative energy (zero: lowest compared OMol25 entry of this formula, charge and spin): 2.095 eV

Structure (XYZ):
```
23
Properties=species:S:1:pos:R:3:mulliken_charge:R:1
C -1.961 -0.697 1.641 -1.01
C -1.273 0.634 1.837 -0.67
C 0.166 0.466 1.350 -0.82
N 0.164 -0.266 0.116 0.08
C -0.436 0.491 -1.001 -0.56
C 0.537 0.469 -2.153 -0.70
C 1.529 -0.603 -1.755 -0.64
C 1.570 -0.502 -0.221 -0.87
H -2.605 -1.054 2.492 0.34
H -2.730 -0.515 0.861 0.21
H -1.281 -1.412 1.300 0.35
H -1.795 1.450 1.373 0.37
H -1.317 0.842 2.841 0.48
H 0.523 1.459 1.309 0.46
H 0.735 -0.080 2.205 0.35
H -0.811 1.467 -0.740 0.35
H -1.489 -0.108 -1.132 0.17
H 0.804 1.477 -2.354 0.33
H 0.183 0.224 -3.099 0.36
H 2.494 -0.457 -2.211 0.36
H 1.272 -1.597 -2.046 0.34
H 2.220 0.221 0.064 0.47
H 1.846 -1.609 0.138 0.27
```

=====

The following is a quantum chemistry calculation of one molecule with the formula C7H15N at a distorted geometry, from the OMol25 dataset.

Summary:
2S+1: 1
LUMO: 1.080 eV
Energy: -8991.4806 eV
Relative energy (zero: lowest compared OMol25 entry of this formula, charge and spin): 1.009 eV

Structure (XYZ):
```
23
Properties=species:S:1:pos:R:3:mulliken_charge:R:1
C 1.967 2.240 -0.906 -1.24
C 0.674 1.655 -1.504 -0.24
C 0.829 0.155 -1.739 -1.00
C 0.643 -0.645 -0.413 -0.70
C -0.747 -0.442 0.148 -0.10
C -1.279 -1.198 1.123 0.14
C -2.445 -0.762 1.981 -1.32
N -0.607 -2.343 1.581 -0.45
H 1.913 3.327 -0.888 0.37
H 2.835 1.838 -1.436 0.30
H 2.169 1.885 0.110 0.28
H -0.173 1.862 -0.860 0.23
H 0.427 2.198 -2.422 0.37
H 0.144 -0.330 -2.446 0.34
H 1.784 -0.128 -2.190 0.42
H 0.656 -1.686 -0.727 0.39
H 1.413 -0.636 0.367 0.38
H -1.394 0.261 -0.352 0.43
H -2.478 0.321 1.987 0.30
H -3.403 -1.147 1.619 0.25
H -2.233 -1.102 2.995 0.44
H 0.378 -2.547 1.605 0.18
H -1.072 -2.775 2.366 0.21
```

=====

The following is a quantum chemistry calculation of an isolated ion of composition C7H15N2O and charge +1 at a distorted geometry, from the OMol25 dataset.

Summary:
2S+1: 1
LUMO: -2.908 eV
Charge: +1
Energy: -12518.8784 eV
Relative energy (zero: lowest compared OMol25 entry of this formula, charge and spin): 5.786 eV

Structure (XYZ):
```
25
Properties=species:S:1:pos:R:3:mulliken_charge:R:1
C 0.540 1.053 0.235 0.01
C 0.842 2.315 0.486 -0.95
C 0.743 -1.445 0.883 -0.77
C -0.195 -1.948 -0.231 -0.43
C -1.611 0.038 -0.293 0.85
C -2.348 0.915 -1.188 -1.47
C 2.427 -0.203 -0.665 -0.99
N 1.486 -0.175 0.499 0.13
N -2.070 0.146 1.012 -0.31
O -1.087 -1.009 -0.866 -0.29
H 1.758 2.867 0.468 0.34
H 0.007 2.928 0.281 0.24
H 0.325 -1.293 1.876 0.40
H 1.379 -2.304 1.171 0.37
H 0.475 -2.298 -1.132 0.27
H -0.773 -2.863 0.036 0.39
H -3.403 0.714 -0.863 0.42
H -2.166 0.661 -2.228 0.33
H -2.133 1.920 -1.032 0.34
H 2.764 -1.161 -0.824 0.46
H 1.926 0.085 -1.582 0.35
H 3.332 0.305 -0.481 0.37
H 2.006 -0.026 1.413 0.44
H -1.488 -0.153 1.751 0.22
H -2.737 0.933 1.273 0.27
```

=====

The following is a quantum chemistry calculation of an isolated ion of composition C7H15N2O2 and charge +1 at a distorted geometry, from the OMol25 dataset.

Summary:
2S+1: 1
LUMO: -2.741 eV
Charge: +1
Energy: -14568.7604 eV
Relative energy (zero: lowest compared OMol25 entry of this formula, charge and spin): 2.388 eV

Structure (XYZ):
```
26
Properties=species:S:1:pos:R:3:mulliken_charge:R:1
C 1.222 0.299 2.339 -1.75
C 0.834 -0.431 1.107 1.09
O 0.628 -1.747 1.462 -0.59
C 1.716 -0.378 -0.063 -0.99
C 0.807 -0.749 -1.254 -0.55
N -0.479 -0.017 -0.912 0.10
C -0.371 1.412 -1.513 -0.92
C -1.672 -0.703 -1.665 -0.68
N -0.474 0.113 0.478 0.10
C -1.492 0.727 1.141 0.09
O -1.492 0.801 2.365 -0.50
H 0.441 0.278 3.027 0.55
H 1.478 1.398 2.159 0.32
H 2.075 -0.154 2.870 0.36
H 0.091 -1.885 2.294 0.43
H 2.371 -1.210 0.006 0.46
H 2.222 0.579 -0.348 0.36
H 1.283 -0.535 -2.274 0.26
H 0.554 -1.798 -1.178 0.43
H -0.173 1.407 -2.615 0.38
H -1.348 1.949 -1.404 0.40
H 0.303 2.032 -0.903 0.36
H -2.638 -0.322 -1.239 0.32
H -1.692 -0.301 -2.696 0.36
H -1.775 -1.744 -1.702 0.34
H -2.418 0.978 0.519 0.24
```

=====

The following is a quantum chemistry calculation of one molecule with the formula C7H15N2OP at a distorted geometry, from the OMol25 dataset.

Summary:
2S+1: 1
LUMO (spin up / spin down): 0.889 / 0.888 eV
Energy: -21815.2547 eV
Relative energy (zero: lowest compared OMol25 entry of this formula, charge and spin): 4.058 eV

Structure (XYZ):
```
26
Properties=species:S:1:pos:R:3:mulliken_charge:R:1
C -2.653 -1.145 0.117 -0.35
C -1.895 -2.061 1.154 -0.46
C -1.584 -0.105 -0.023 0.41
C -1.606 1.072 -1.035 -1.31
C 2.041 2.644 1.071 -1.38
C 2.311 -1.908 -1.211 -0.64
C 1.335 1.785 0.059 -0.08
N -0.515 -1.577 1.256 -0.94
N -0.434 -0.453 0.585 0.73
O 1.727 -0.576 -1.003 -0.21
P 1.346 -0.040 0.515 -0.13
H -2.682 -1.696 -0.896 0.21
H -3.655 -0.767 0.445 0.33
H -2.365 -1.965 2.270 0.21
H -1.898 -3.201 1.005 0.26
H -1.490 2.055 -0.494 0.33
H -2.668 1.033 -1.402 0.32
H -0.924 1.037 -1.802 0.35
H 1.798 3.693 0.915 0.36
H 1.442 2.483 1.939 0.40
H 2.995 2.234 1.221 0.41
H 2.363 -2.009 -2.282 0.22
H 1.608 -2.616 -0.747 0.33
H 3.361 -1.997 -0.828 0.27
H 1.732 1.891 -0.951 0.40
H 0.309 2.190 0.120 -0.04
```

=====

The following is a quantum chemistry calculation of one molecule with the formula C7H15N2OP at a distorted geometry, from the OMol25 dataset.

Summary:
2S+1: 1
LUMO: 0.849 eV
Energy: -21818.3099 eV
Relative energy (zero: lowest compared OMol25 entry of this formula, charge and spin): 1.003 eV

Structure (XYZ):
```
26
Properties=species:S:1:pos:R:3:mulliken_charge:R:1
N 2.531 -0.381 -1.525 -0.87
P 2.198 -0.077 -0.046 0.84
N 2.887 1.359 0.482 -0.45
O 2.719 -1.315 0.843 -0.54
C 0.266 0.089 0.626 -0.58
C -0.618 1.318 0.314 -0.87
C -1.709 0.670 -0.614 0.19
C -2.658 0.016 0.376 -1.03
C -1.822 -1.242 0.797 -1.29
C -0.497 -1.074 0.041 -0.40
C -0.935 -0.413 -1.317 -1.20
H 2.387 0.323 -2.219 0.24
H 2.988 1.792 1.348 0.17
H 3.398 1.742 -0.279 0.22
H 3.364 -1.793 0.236 0.37
H 0.348 -0.142 1.635 0.54
H 0.068 2.058 -0.200 0.31
H -1.213 1.821 1.089 0.35
H -2.070 1.526 -1.160 0.45
H -3.611 -0.106 -0.076 0.40
H -2.853 0.578 1.213 0.43
H -1.483 -1.360 1.760 0.48
H -2.207 -2.115 0.449 0.48
H 0.019 -1.922 -0.145 0.88
H -1.372 -1.217 -1.809 0.43
H -0.127 -0.133 -1.818 0.43
```